Molecular formula: C7H10O
Method: DFT, wB97M-V/def2-TZVPD

LUMO (alpha / beta), eV: 0.40 / 0.23
DFT total energy, eV: -9461.865
Energy above the lowest of the compared OMol25 structures with the same formula, charge and spin, kJ/mol: 646.0

```
18
C7H10O, DFT wB97M-V/def2-TZVPD
C 0.40741 -0.23824 2.49720
C 1.76615 1.71442 -0.34455
C 1.12021 -0.26387 1.32085
C 1.19255 0.78701 0.38059
C -0.60728 -1.12404 -1.65551
C -1.50194 -1.03021 -0.39098
C -0.79503 0.13413 -0.91887
O -1.21069 1.32068 -1.54202
H 0.27138 -1.17169 3.08270
H 0.09368 0.57738 3.04666
H 1.26096 1.87029 -1.30872
H 2.63334 2.33768 0.00642
H 1.49632 -1.22309 0.91784
H 0.39544 -1.58989 -1.46548
H -1.10667 -1.19453 -2.61374
H -2.48131 -1.17932 -0.30397
H -0.90010 -1.35304 0.57714
H -2.03440 1.62631 -1.28555
```

These are the Mulliken partial charges, in e, on atoms 1 to 5: number 1, C, carries -0.7387; number 2, C, carries -0.6456; number 3, C, carries -0.2815; number 4, C, carries 0.2926; number 5, C, carries -0.4138